{"formula": "C10H30O5", "method": "wB97M-V/def2-TZVPD", "species": ["O", "O", "O", "O", "O", "C", "C", "C", "C", "C", "C", "C", "C", "C", "C", "H", "H", "H", "H", "H", "H", "H", "H", "H", "H", "H", "H", "H", "H", "H", "H", "H", "H", "H", "H", "H", "H", "H", "H", "H", "H", "H", "H", "H", "H"], "coordinates": [[11.53748, -8.62995, 26.77830], [4.32705, 0.49371, 24.08877], [1.84123, -6.05864, 20.92411], [6.71553, -8.32649, 26.76611], [4.09040, -13.09466, 26.22516], [13.34999, -8.49066, 28.14357], [1.94959, -12.24871, 25.61254], [5.05490, -1.86091, 24.42705], [6.53864, -6.38294, 28.01055], [3.35443, -7.98802, 21.10958], [3.03797, -13.26425, 25.25891], [4.40986, -0.86420, 23.45354], [11.91164, -8.94249, 28.09234], [5.82644, -7.28608, 27.08300], [1.99675, -7.38051, 21.50000], [1.18046, -8.05191, 21.23356], [3.54564, -8.05945, 20.03886], [13.83800, -8.71577, 29.09187], [5.57011, -6.77435, 26.15536], [1.46982, -12.65509, 26.50292], [7.00088, -6.73551, 28.93258], [13.90104, -8.96587, 27.33202], [4.87226, -7.66449, 27.44965], [7.22026, -5.70526, 27.49651], [13.43787, -7.40600, 28.08124], [1.92401, -7.46779, 22.58406], [4.92965, 1.02269, 23.56089], [3.87580, -13.62691, 26.99475], [4.24079, -7.56804, 21.58507], [3.43341, -1.30637, 23.25571], [3.60632, -12.99528, 24.36855], [5.71114, -5.74305, 28.31694], [4.94518, -0.81506, 22.50532], [6.04836, -1.49482, 24.68610], [2.16153, -11.23926, 25.96495], [6.32794, -9.20467, 26.75323], [11.91497, -10.00836, 28.32039], [11.28893, -8.39039, 28.79627], [0.89546, -5.90984, 20.85349], [2.62608, -14.27333, 25.24457], [10.66153, -8.99022, 26.62170], [4.43479, -1.98777, 25.31444], [3.34055, -8.98836, 21.54226], [5.07806, -2.85402, 23.97840], [1.23450, -12.14795, 24.79608]], "orbital_gap_ev": 10.51, "smiles": "CCO.CCO.CCO.CCO.CCO", "e_above_lowest_kcal_mol": 46.6}